Molecular formula: C22H29GeN2O2Pt
Method: DFT, ωB97M-V/def2-TZVPD

Highest occupied orbital energy (spin up / spin down) ... -11.44 / -11.64 eV
Calculated total energy ... -3311.5654 a.u.
LUMO level (spin up / spin down) ... -4.05 / -6.68 eV

```
! RIJCOSX wB97M-V def2-TZVPD def2/J DEFGRID3
* xyz 1 3
Pt 1.65867 0.40177 1.11657
Ge 2.16113 -0.56672 -1.04763
O 0.61354 1.95888 0.44106
O 2.56421 -0.97474 2.06374
N -0.15569 -0.00358 1.99176
N -1.15125 0.88075 1.56397
C -2.94493 2.55622 0.00022
C -2.19384 -3.66607 -0.27327
C 2.05907 -1.73348 2.94617
C -0.65333 1.79229 0.74658
C 1.84478 0.57147 -2.59269
C -0.10548 -2.62635 -1.20006
C -0.45512 -0.93791 2.84936
C 1.36966 -2.36335 -0.82400
C -0.66663 -3.75415 -0.38474
C -2.06459 5.10670 -0.52023
C -1.13937 4.12581 -0.00579
C 0.43176 2.68762 -3.02816
C 1.11771 3.25337 -4.24813
C 0.57266 -1.78751 3.32648
C 2.94535 -2.54075 3.65127
C -1.58678 2.83943 0.25780
C -3.83403 3.44292 -0.42252
C -3.36591 4.81832 -0.66124
C 2.52969 -3.49127 4.57326
C 0.48045 1.14247 -2.91855
C 1.18611 -3.51296 4.93406
C 0.26727 -2.72634 4.25596
H 3.98634 -2.56227 3.37275
H -1.65267 6.11014 -0.60717
H -3.25645 1.50078 0.18391
H 1.99892 -3.17483 -1.22259
H 0.88597 3.14153 -2.13470
H -2.65822 -4.14357 -1.14329
H -0.66855 -1.72545 -1.00743
H 2.15154 2.87302 -4.33137
H -0.60941 3.03046 -2.95403
H -2.50776 -2.58104 -0.19253
H -0.20464 0.80392 -2.10332
H 3.64883 -0.66173 -0.66774
H -0.11455 4.42481 0.06267
H 1.55420 -2.46833 0.28067
H -0.26602 -2.80379 -2.28684
H -4.13225 5.47677 -1.08109
H -4.87712 3.22952 -0.48192
H 3.23912 -4.22510 4.92994
H 0.60728 3.01255 -5.19479
H -1.51679 -0.91527 3.13799
H 2.47577 1.47823 -2.36968
H -2.50916 -4.27470 0.61032
H -0.39102 -4.75207 -0.80071
H -0.74530 -2.86216 4.56342
H -0.10149 -3.65152 0.56121
H 0.06169 0.62704 -3.80142
H 2.25171 0.00270 -3.39955
H 1.14278 4.37409 -4.19969
H 0.72213 -4.17654 5.68574
*
```